# 1
Computed, not measured: an isolated ion of composition C14H36NO3P2 and charge -1, with ωB97M-V with the def2-TZVPD basis set.

Output
Kohn-Sham gap: 0.24697 Eh
energy: -41311.6711 eV
total charge: -1
ΔE to the lowest compared entry with this formula, charge and spin: 1.7921 eV

Element x y z (Å)
1 C -1.36 2.45 2.68
2 C -0.44 1.30 2.27
3 O -0.55 1.06 0.90
4 P 0.80 0.37 0.00
5 O 1.12 -0.73 1.36
6 C 0.34 1.67 -1.36
7 C 0.71 1.50 -2.83
8 N 1.96 2.19 -3.21
9 C -0.27 -0.99 -0.79
10 C -1.79 -0.82 -0.77
11 C -2.46 -1.35 0.50
12 C -3.98 -1.55 0.34
13 C -4.82 -0.88 1.43
14 O -4.37 0.41 1.80
15 C -4.46 1.39 0.79
16 P 2.68 -0.36 -1.16
17 C 2.72 -2.23 -1.24
18 C 2.65 -3.11 0.01
19 C 4.06 -0.04 0.04
20 C 5.42 0.22 -0.63
21 H -2.15 2.55 1.93
22 H -0.83 3.41 2.72
23 H -1.82 2.27 3.65
24 H -0.68 0.39 2.84
25 H 0.61 1.55 2.52
26 H 1.68 1.34 0.66
27 H 1.92 -0.41 1.80
28 H 0.77 2.61 -1.01
29 H -0.73 1.80 -1.27
30 H 0.80 0.43 -3.08
31 H -0.10 1.89 -3.46
32 H 2.63 1.50 -3.54
33 H 2.39 2.54 -2.36
34 H -0.02 -1.92 -0.26
35 H 0.07 -1.12 -1.82
36 H -2.05 0.23 -0.88
37 H -2.23 -1.34 -1.64
38 H -1.98 -2.29 0.78
39 H -2.28 -0.64 1.31
40 H -4.29 -1.17 -0.64
41 H -4.23 -2.61 0.36
42 H -4.80 -1.46 2.36
43 H -5.87 -0.83 1.10
44 H -3.46 1.72 0.51
45 H -5.03 2.25 1.16
46 H -4.96 1.00 -0.10
47 H 3.63 -2.47 -1.80
48 H 1.90 -2.51 -1.91
49 H 3.36 -2.80 0.77
50 H 1.67 -3.07 0.47
51 H 2.88 -4.15 -0.24
52 H 3.75 0.82 0.64
53 H 4.15 -0.88 0.73
54 H 5.64 1.28 -0.69
55 H 5.44 -0.17 -1.65
56 H 6.24 -0.26 -0.08

How is the electron density shared among the atoms? According to Löwdin, the charges in e are: C -0.074; C -0.364; O -0.381; P 0.486; O -0.353; C -0.312; C -0.383; N -0.051; C -0.280; C -0.244; C -0.193; C -0.184; C -0.246; O -0.201; C -0.107; P 0.899; C -0.469; C -0.175; C -0.493; C -0.193; H 0.046; H 0.062; H 0.064; H 0.100; H 0.088; H 0.013; H 0.013; H 0.068; H 0.049; H 0.058; H 0.083; H 0.019; H 0.030; H 0.056; H 0.050; H 0.083; H 0.104; H 0.112; H 0.096; H 0.096; H 0.105; H 0.118; H 0.113; H 0.071; H 0.084; H 0.086; H 0.046; H 0.044; H 0.045; H 0.040; H 0.056; H 0.039; H 0.041; H 0.053; H 0.039; H 0.051


# 2
Computed, not measured: C14H38F3O12Y as an isolated structure, with ωB97M-V with the def2-TZVPD basis set.

Output
Kohn-Sham gap (alpha / beta): 0.09521 / 0.09492 Eh
energy: -48890.3353 eV
total charge: -1
2S+1: 2

Element x y z (Å)
1 Y -0.58 -2.31 -3.95
2 O -1.67 1.63 -5.73
3 C -2.12 1.46 -4.38
4 C -3.04 0.20 -3.99
5 O -2.61 -1.16 -4.43
6 H -2.51 2.39 -3.96
7 H -1.15 1.41 -3.89
8 H -4.02 0.28 -4.45
9 H -3.25 0.15 -2.92
10 O 0.76 -0.75 -5.04
11 C 2.03 -0.33 -4.58
12 C 2.74 1.08 -5.03
13 O 2.18 1.67 -6.21
14 H 2.73 -1.12 -4.84
15 H 2.01 -0.49 -3.50
16 H 3.81 0.97 -5.15
17 H 2.62 1.79 -4.21
18 C -0.63 -0.92 -0.45
19 O 0.41 -1.46 0.45
20 O -0.28 -1.33 -1.78
21 C -2.07 -1.20 0.13
22 F -2.33 -2.52 0.27
23 F -2.11 -0.56 1.36
24 F -3.03 -0.68 -0.56
25 C 1.52 -0.67 0.97
26 C 2.12 -1.29 2.22
27 H 2.52 -2.29 2.01
28 H 2.94 -0.68 2.58
29 H 1.41 -1.37 3.04
30 H 1.14 0.29 1.35
31 H 2.27 -0.59 0.18
32 H -0.51 0.16 -0.36
33 C 3.00 -4.15 -0.04
34 O 2.19 -3.28 -0.84
35 H 2.42 -4.80 0.60
36 H 3.53 -4.77 -0.76
37 H 3.70 -3.78 0.71
38 H 1.49 -2.87 -0.33
39 C -1.92 -3.55 3.48
40 O -2.47 -4.75 3.02
41 H -2.41 -2.66 3.09
42 H -2.05 -3.52 4.56
43 H -0.94 -3.59 2.99
44 H -3.42 -4.61 3.12
45 C -4.30 2.64 -0.35
46 O -4.38 3.95 -0.85
47 H -5.23 2.37 0.16
48 H -4.42 1.88 -1.12
49 H -3.43 2.60 0.31
50 H -4.43 4.61 -0.16
51 C -0.51 0.47 5.19
52 O -1.92 0.30 4.99
53 H 0.05 0.07 4.33
54 H -0.25 1.52 5.15
55 H -0.14 0.19 6.17
56 H -2.14 -0.16 4.17
57 C 0.67 3.38 -1.50
58 O 1.37 3.96 -0.44
59 H 0.73 2.29 -1.51
60 H -0.35 3.74 -1.47
61 H 1.08 3.71 -2.45
62 H 2.31 3.84 -0.54
63 C 3.28 1.90 4.01
64 O 3.69 2.66 5.17
65 H 4.11 1.38 3.55
66 H 2.48 1.18 4.22
67 H 2.99 2.73 3.37
68 H 4.32 3.32 4.86

How is the electron density shared among the atoms? According to Löwdin, the charges in e are: Y 1.703; O -0.374; C -0.428; C -0.280; O -0.474; H 0.065; H 0.056; H 0.078; H 0.049; O -0.411; C -0.337; C -0.221; O -0.002; H 0.069; H 0.069; H 0.092; H 0.097; C -0.302; O -0.157; O -0.325; C -0.556; F 0.137; F 0.085; F 0.190; C -0.219; C -0.064; H 0.054; H 0.061; H 0.063; H 0.115; H 0.123; H 0.138; C -0.171; O -0.127; H 0.072; H 0.074; H 0.059; H 0.023; C -0.181; O -0.119; H 0.058; H 0.081; H 0.087; H 0.073; C -0.171; O -0.124; H 0.066; H 0.073; H 0.080; H 0.069; C -0.150; O -0.119; H 0.055; H 0.069; H 0.079; H 0.054; C -0.173; O -0.130; H 0.066; H 0.085; H 0.077; H 0.069; C -0.138; O -0.140; H 0.069; H 0.062; H 0.082; H 0.065


# 3
Computed, not measured: a 7-piece molecular cluster, C14H38FN13O8 overall, with ωB97M-V with the def2-TZVPD basis set.

Output
Kohn-Sham gap: 0.34082 Eh
energy: -53609.2625 eV
SMILES string: COCCC[C@H]1CC(=O)N[C@H]1F.NC(N)=O.NC(N)=O.NC(N)=O.NC(N)=O.NC(N)=O.NC(N)=O

Element x y z (Å)
1 C 1.98 2.25 1.18
2 O 1.34 3.44 0.74
3 C -0.05 3.32 0.70
4 C -0.73 4.65 1.00
5 C -2.03 4.54 1.80
6 C -2.91 3.36 1.46
7 C -3.87 2.97 2.61
8 C -4.68 1.92 1.85
9 O -5.06 0.88 2.25
10 N -4.86 2.42 0.54
11 C -3.82 3.40 0.23
12 F -4.28 4.60 -0.15
13 H 2.99 2.51 1.43
14 H 1.97 1.48 0.42
15 H 1.52 1.85 2.09
16 H -0.39 2.96 -0.27
17 H -0.36 2.60 1.46
18 H -0.03 5.24 1.58
19 H -0.87 5.22 0.09
20 H -1.76 4.48 2.85
21 H -2.59 5.46 1.70
22 H -2.38 2.43 1.31
23 H -3.22 2.51 3.33
24 H -4.52 3.75 2.97
25 H -4.65 1.61 -0.05
26 H -3.25 2.98 -0.58
27 C -4.33 -3.06 0.09
28 O -4.06 -3.71 -0.91
29 N -4.09 -3.54 1.35
30 N -4.90 -1.83 0.04
31 H -4.31 -3.03 2.18
32 H -3.68 -4.45 1.42
33 H -5.11 -1.44 -0.87
34 H -5.13 -1.29 0.85
35 C -7.88 -1.34 -1.86
36 O -6.92 -0.64 -1.54
37 N -8.92 -0.85 -2.58
38 N -7.96 -2.65 -1.51
39 H -9.71 -1.40 -2.86
40 H -8.89 0.11 -2.85
41 H -7.20 -3.04 -0.98
42 H -8.73 -3.25 -1.76
43 C 5.39 1.43 -0.84
44 O 4.86 1.91 0.15
45 N 6.03 2.19 -1.77
46 N 5.39 0.09 -1.10
47 H 6.46 1.82 -2.60
48 H 6.05 3.18 -1.61
49 H 4.92 -0.52 -0.44
50 H 5.81 -0.31 -1.92
51 C 4.58 1.74 -5.18
52 O 5.40 1.31 -4.39
53 N 3.67 0.94 -5.80
54 N 4.50 3.07 -5.50
55 H 2.98 1.27 -6.45
56 H 3.70 -0.04 -5.58
57 H 5.16 3.69 -5.06
58 H 3.84 3.44 -6.15
59 C 3.44 -2.86 0.36
60 O 4.40 -2.13 0.55
61 N 2.31 -2.42 -0.28
62 N 3.41 -4.16 0.75
63 H 1.51 -2.99 -0.45
64 H 2.30 -1.46 -0.57
65 H 4.23 -4.52 1.22
66 H 2.63 -4.77 0.60
67 C 5.61 -5.86 3.41
68 O 5.48 -5.73 2.20
69 N 5.83 -7.08 3.99
70 N 5.56 -4.80 4.26
71 H 5.94 -7.21 4.98
72 H 5.88 -7.87 3.38
73 H 5.40 -3.89 3.86
74 H 5.67 -4.88 5.25

How is the electron density shared among the atoms? According to Löwdin, the charges in e are: C -0.108; O -0.166; C -0.257; C -0.150; C -0.148; C -0.265; C -0.029; C -0.486; O 0.126; N 0.146; C -0.348; F 0.069; H 0.064; H 0.081; H 0.085; H 0.127; H 0.104; H 0.114; H 0.111; H 0.117; H 0.118; H 0.131; H 0.124; H 0.132; H 0.135; H 0.151; C -0.699; O 0.008; N 0.142; N 0.158; H 0.090; H 0.096; H 0.071; H 0.079; C -0.670; O 0.007; N 0.151; N 0.165; H 0.092; H 0.103; H 0.093; H 0.095; C -0.675; O 0.002; N 0.144; N 0.166; H 0.060; H 0.097; H 0.050; H 0.091; C -0.669; O 0.014; N 0.151; N 0.154; H 0.092; H 0.104; H 0.103; H 0.093; C -0.666; O 0.010; N 0.153; N 0.165; H 0.092; H 0.096; H 0.056; H 0.096; C -0.667; O 0.015; N 0.152; N 0.160; H 0.093; H 0.104; H 0.110; H 0.095


# 4
Computed, not measured: C14H39AlF2N5O11S2 as an isolated structure, with ωB97M-V with the def2-TZVPD basis set.

Output
Kohn-Sham gap: 0.08702 Eh
energy: -78802.5193 eV
total charge: +1
ΔE to the lowest compared entry with this formula, charge and spin: 2.8730 eV

Element x y z (Å)
1 Al -10.22 30.79 -2.34
2 N -11.58 32.96 -3.52
3 S -12.73 33.19 -4.55
4 O -12.52 33.93 -5.83
5 O -14.05 33.19 -3.96
6 F -12.65 31.67 -5.09
7 S -11.51 34.60 -3.18
8 O -12.61 35.13 -2.37
9 O -10.77 35.48 -4.07
10 F -10.44 34.49 -1.94
11 N -13.60 28.81 -3.68
12 O -14.52 29.36 -4.29
13 O -12.77 29.50 -3.12
14 O -13.51 27.65 -3.52
15 C -9.09 28.67 -7.17
16 C -9.07 29.48 -5.85
17 C -8.60 31.03 -6.00
18 O -8.68 31.69 -4.68
19 C -8.11 32.95 -4.49
20 N -10.39 29.46 -5.29
21 H -8.34 28.93 -7.91
22 H -10.04 28.63 -7.71
23 H -8.84 27.63 -6.96
24 H -8.35 29.01 -5.19
25 H -9.25 31.63 -6.63
26 H -7.55 31.13 -6.30
27 H -8.42 33.66 -5.26
28 H -7.03 32.97 -4.58
29 H -8.30 33.35 -3.49
30 H -10.85 28.57 -5.19
31 H -11.01 30.03 -5.86
32 C -15.58 31.37 -1.61
33 C -16.85 32.01 -2.14
34 C -16.82 33.60 -2.08
35 O -16.26 34.05 -0.82
36 C -15.77 35.38 -0.81
37 N -16.98 31.53 -3.58
38 H -15.59 30.29 -1.78
39 H -15.52 31.39 -0.52
40 H -14.68 31.92 -1.88
41 H -17.80 31.72 -1.69
42 H -17.84 33.92 -2.28
43 H -16.19 33.94 -2.89
44 H -14.91 35.55 -1.46
45 H -15.47 35.65 0.20
46 H -16.66 35.97 -1.03
47 H -16.79 30.55 -3.43
48 H -16.15 31.79 -4.09
49 C -17.48 27.53 -0.47
50 C -16.07 27.13 -0.13
51 C -15.98 26.02 0.95
52 O -14.55 25.70 1.17
53 C -14.38 25.06 2.45
54 N -15.25 26.80 -1.33
55 H -17.53 27.56 -1.56
56 H -17.67 28.48 0.02
57 H -18.18 26.77 -0.13
58 H -15.57 28.03 0.24
59 H -16.45 25.09 0.61
60 H -16.55 26.36 1.82
61 H -14.81 25.68 3.23
62 H -13.40 24.62 2.68
63 H -15.08 24.23 2.40
64 H -15.82 26.13 -1.84
65 H -15.33 27.48 -2.08
66 C -17.83 25.36 -5.75
67 C -17.67 25.94 -4.30
68 O -16.36 26.10 -4.03
69 H -17.72 26.14 -6.51
70 H -18.82 24.93 -5.86
71 H -17.12 24.54 -5.91
72 H -18.14 25.13 -3.73
73 H -18.14 26.90 -4.06
74 H -15.78 26.59 -4.61

How is the electron density shared among the atoms? According to Löwdin, the charges in e are: Al 0.998; N -0.325; S 0.463; O -0.260; O -0.296; F -0.230; S 0.561; O -0.281; O -0.246; F -0.237; N -0.617; O 0.138; O 0.001; O 0.166; C -0.053; C -0.377; C -0.073; O -0.351; C -0.129; N 0.045; H 0.079; H 0.079; H 0.077; H 0.134; H 0.130; H 0.126; H 0.099; H 0.089; H 0.083; H 0.089; H 0.080; C -0.038; C -0.315; C -0.125; O -0.151; C -0.058; N 0.173; H 0.061; H 0.096; H 0.086; H 0.139; H 0.137; H 0.112; H 0.081; H 0.097; H 0.100; H 0.061; H 0.072; C -0.027; C -0.380; C -0.138; O -0.174; C -0.080; N 0.180; H 0.072; H 0.094; H 0.093; H 0.135; H 0.132; H 0.130; H 0.089; H 0.096; H 0.082; H 0.077; H 0.054; C -0.058; C -0.333; O -0.078; H 0.071; H 0.072; H 0.080; H 0.115; H 0.111; H 0.094